Density functional theory data (ωB97M-V/def2-TZVPD) for a structure of composition C24H22InN7O4S.

Properties
Charge: +2
Gap between HOMO and LUMO: 4.3 eV
Total energy: -59855.669 eV
HOMO level: -11.95 eV

Cartesian coordinates (Å):
In 0.06 2.46 -2.24
S -0.16 3.16 -4.72
O -1.25 1.41 -0.99
O 0.62 0.37 -3.38
O -2.50 2.08 -0.89
O -0.89 -5.58 4.41
N -2.44 2.12 -5.61
N -1.86 3.72 -2.48
N -2.50 3.07 -3.50
N 2.73 -4.01 0.71
N 1.52 1.05 -0.91
N 2.58 -3.58 -0.42
N -0.09 4.09 -0.59
C 1.85 1.35 0.34
C -0.75 5.55 1.63
C -0.45 -4.70 2.32
C 2.12 -2.74 -2.56
C 0.42 -4.31 1.37
C 1.42 -5.37 3.77
C 2.34 -2.55 -1.14
C 2.41 0.41 1.20
C 0.86 4.70 0.11
C 0.03 -5.24 3.55
C 0.57 5.46 1.23
C 1.68 -0.20 -1.35
C 2.30 -4.98 2.81
C -2.39 3.49 -1.16
C 1.24 -0.47 -2.75
C -3.81 4.01 -0.97
C 1.57 -1.77 -3.31
C 1.83 -4.42 1.60
C -0.54 -6.22 5.65
C 2.62 -0.88 0.74
C -1.38 4.19 -0.24
C -1.83 2.76 -4.59
C 2.22 -1.20 -0.56
C -1.74 4.91 0.88
H -1.47 -6.38 6.17
H -4.48 3.56 -1.71
H 1.78 -5.80 4.69
H -4.19 3.72 0.01
H -3.42 2.68 -3.35
H -3.83 5.09 -1.08
H 1.87 4.61 -0.27
H -1.92 1.97 -6.46
H 3.10 -1.61 1.37
H 0.06 -3.92 0.42
H 1.68 2.37 0.66
H 2.69 0.69 2.20
H -1.52 -4.63 2.17
H -1.02 6.12 2.50
H -3.42 1.92 -5.61
H -2.77 5.00 1.18
H 3.37 -5.09 2.96
H 1.33 -1.93 -4.35
H 2.34 -3.71 -2.98
H 1.36 5.96 1.77
H -0.05 -7.17 5.46
H 0.11 -5.58 6.25

Partial charges, Mulliken, in e:
1. In 1.40
2. S -0.35
3. O -0.50
4. O -0.45
5. O -0.43
6. O -0.35
7. N -0.42
8. N -0.81
9. N -0.05
10. N -0.79
11. N -0.36
12. N 0.17
13. N -0.29
14. C 0.01
15. C -0.45
16. C -0.90
17. C -0.79
18. C -0.12
19. C -0.29
20. C 0.44
21. C -1.05
22. C -0.39
23. C 0.87
24. C -0.74
25. C 0.29
26. C -0.58
27. C 1.54
28. C 0.66
29. C -1.78
30. C -0.85
31. C 0.36
32. C -0.85
33. C -0.35
34. C 0.21
35. C 0.65
36. C 0.80
37. C -0.57
38. H 0.25
39. H 0.40
40. H 0.46
41. H 0.46
42. H 0.23
43. H 0.42
44. H 0.63
45. H 0.23
46. H 0.62
47. H 0.47
48. H 0.35
49. H 0.45
50. H 0.46
51. H 0.45
52. H 0.20
53. H 0.39
54. H 0.49
55. H 0.49
56. H 0.49
57. H 0.44
58. H 0.39
59. H 0.37

Density functional theory data (ωB97M-V/def2-TZVPD) for a structure of composition C24H22N2S2Se2Sn.

Properties
Charge: +2
Gap between HOMO and LUMO: 6.5 eV
Total energy: -186407.010 eV
HOMO level: -13.10 eV

Cartesian coordinates (Å):
Sn -0.87 -0.68 -1.58
Se -1.04 2.04 -0.84
Se -3.95 -0.20 -0.77
S -2.04 -0.95 5.62
S 4.17 -0.67 -4.71
N -0.50 -0.83 0.67
N 1.42 -0.59 -1.25
C -3.70 -1.07 5.94
C 4.10 -0.54 -0.64
C -3.64 -1.09 3.64
C 5.77 -0.65 -5.28
C 1.81 -0.60 0.04
C 2.33 -0.59 -2.21
C -2.30 -0.98 3.92
C 0.14 -0.77 3.35
C 4.67 -0.60 -3.07
C 3.50 -0.54 1.79
C -1.45 -0.94 1.59
C -1.19 -0.89 2.97
C -3.89 1.70 -0.29
C 3.15 -0.55 0.40
C -4.44 -1.14 4.80
C -2.93 2.52 -1.13
C 2.55 -0.59 2.75
C -0.30 3.12 -2.27
C 6.04 -0.58 -2.99
C -5.70 -0.30 -1.61
C 1.16 -0.69 2.40
C 3.72 -0.58 -1.97
C 0.80 -0.69 1.05
C 6.67 -0.60 -4.26
H 4.55 -0.48 2.06
H -2.98 3.57 -0.84
H -4.05 -1.14 2.64
H -5.76 -1.27 -2.09
H -0.82 2.93 -3.20
H 7.74 -0.59 -4.40
H -0.39 4.16 -1.98
H -2.46 -1.08 1.23
H 0.40 -0.76 4.40
H -4.90 2.07 -0.46
H 2.82 -0.58 3.79
H -6.45 -0.21 -0.83
H -5.80 0.49 -2.35
H -3.13 2.43 -2.20
H 5.97 -0.67 -6.34
H -3.67 1.77 0.77
H 5.15 -0.52 -0.38
H 0.75 2.86 -2.36
H 6.59 -0.54 -2.06
H -5.52 -1.24 4.79
H 1.96 -0.59 -3.23
H -4.05 -1.09 6.96

Partial charges, Mulliken, in e:
1. Sn 0.66
2. Se 0.24
3. Se 0.04
4. S -0.17
5. S -0.16
6. N -0.13
7. N -0.21
8. C -0.37
9. C -0.31
10. C -0.40
11. C -0.38
12. C -0.21
13. C -0.64
14. C 0.26
15. C -0.44
16. C 0.19
17. C -1.04
18. C -0.56
19. C 0.56
20. C -0.97
21. C 0.88
22. C -0.58
23. C -0.64
24. C -1.07
25. C -1.03
26. C -0.44
27. C -1.04
28. C 0.92
29. C 0.83
30. C -0.55
31. C -0.53
32. H 0.47
33. H 0.45
34. H 0.43
35. H 0.38
36. H 0.39
37. H 0.40
38. H 0.38
39. H 0.50
40. H 0.50
41. H 0.54
42. H 0.47
43. H 0.33
44. H 0.32
45. H 0.43
46. H 0.45
47. H 0.44
48. H 0.45
49. H 0.33
50. H 0.35
51. H 0.41
52. H 0.43
53. H 0.45

Density functional theory data (ωB97M-V/def2-TZVPD) for a structure of composition C24H23BF6N5OSTb.

Properties
Charge: -1
Gap between HOMO and LUMO (alpha / beta): 3.6 / 4.0 eV
Multiplicity: 8
Total energy: -85017.589 eV
HOMO level (alpha / beta): -1.16 / -1.56 eV

Cartesian coordinates (Å):
Tb 0.65 0.02 0.30
S 0.95 0.73 3.54
F 1.49 2.20 0.66
F 2.93 0.48 0.97
F 3.50 -2.95 0.10
F 2.91 -3.12 -2.12
F 1.41 -3.68 -0.49
F 2.00 -1.46 -0.84
O 0.70 -1.62 1.81
N -1.70 0.27 1.62
N 1.53 -1.79 2.84
N 0.77 1.02 -2.25
N -1.26 1.89 -0.49
N -1.19 -0.84 -1.35
C -2.51 -0.15 -3.24
C 0.07 2.65 -3.83
C 1.71 -0.77 3.74
C -2.90 -0.36 3.57
C 0.09 2.12 -2.55
C -2.09 -0.65 2.49
C 2.98 -3.29 3.96
C 1.47 0.85 -4.52
C -2.02 0.04 -1.95
C 3.20 -2.31 4.93
C 2.14 -2.99 2.92
C 2.58 -1.09 4.81
C -0.87 -1.95 -2.04
C -1.32 -2.21 -3.32
C 1.45 0.39 -3.21
C 2.73 1.56 0.01
C -3.31 0.95 3.76
C 0.77 2.01 -4.83
C -2.16 -1.29 -3.94
C -0.61 2.82 -1.40
C -2.10 1.53 1.78
C -2.91 1.91 2.85
C -2.41 1.24 -1.13
C -1.62 2.53 0.76
B 2.48 -2.85 -0.83
H 1.91 -3.65 2.09
H -2.52 -1.45 -4.95
H 2.04 0.31 -5.26
H -0.50 3.55 -4.03
H 0.15 3.37 -0.83
H 1.98 -0.50 -2.91
H 2.74 -0.31 5.54
H -1.01 -3.12 -3.81
H 3.49 2.27 0.36
H -2.40 3.31 0.62
H -1.69 -1.65 2.33
H -3.93 1.22 4.60
H -3.09 0.90 -0.34
H -2.96 1.96 -1.75
H -3.22 2.94 2.95
H 3.86 -2.50 5.76
H 0.77 2.39 -5.84
H -1.33 3.55 -1.81
H -0.20 -2.64 -1.54
H 3.46 -4.26 3.99
H -3.19 -1.15 4.26
H -3.15 0.61 -3.67
H -0.73 3.03 1.15

Partial charges, Mulliken, in e:
1. Tb 0.54
2. S -0.39
3. F -0.21
4. F -0.21
5. F -0.36
6. F -0.40
7. F -0.43
8. F -0.01
9. O -0.42
10. N 0.73
11. N 0.11
12. N 0.75
13. N 0.81
14. N 0.24
15. C -0.99
16. C -1.19
17. C 0.61
18. C -0.76
19. C 0.85
20. C -0.53
21. C -0.97
22. C -0.95
23. C 0.65
24. C -0.02
25. C -0.12
26. C -0.92
27. C -0.31
28. C -0.83
29. C -0.41
30. C -0.62
31. C -0.49
32. C -0.40
33. C -0.63
34. C -1.29
35. C 0.79
36. C -1.09
37. C -0.93
38. C -1.11
39. B 0.50
40. H 0.42
41. H 0.38
42. H 0.45
43. H 0.45
44. H 0.40
45. H 0.46
46. H 0.40
47. H 0.46
48. H 0.20
49. H 0.41
50. H 0.44
51. H 0.39
52. H 0.51
53. H 0.24
54. H 0.47
55. H 0.34
56. H 0.39
57. H 0.34
58. H 0.63
59. H 0.38
60. H 0.42
61. H 0.41
62. H 0.46

Density functional theory data (ωB97M-V/def2-TZVPD) for a structure of composition C24H23BrCl3N3O8PmSi.

Properties
Charge: -1
Gap between HOMO and LUMO (alpha / beta): 6.6 / 6.7 eV
Multiplicity: 5
Total energy: -178164.620 eV
HOMO level (alpha / beta): -5.21 / -5.21 eV

Cartesian coordinates (Å):
Pm 1.36 -0.20 -0.44
Br 3.34 -2.86 -1.22
Cl -1.61 0.98 -2.46
Cl 1.83 0.15 -3.09
Cl 0.27 3.32 -3.53
Si 0.17 1.94 -2.00
O -3.23 -3.89 -5.05
O 4.90 -0.21 2.11
O -2.25 -1.69 0.99
O -4.59 -2.75 -3.67
O 2.45 -5.98 2.83
O 1.20 1.14 1.67
O -0.66 -0.27 0.36
O 3.23 -0.67 0.71
N 3.51 1.48 -0.73
N -0.05 -2.00 -1.67
N 1.42 -2.59 0.71
C -0.84 2.37 1.60
C -1.30 -1.91 -1.19
C -2.24 2.17 1.67
C -3.06 2.98 0.91
C 1.11 3.89 1.00
C 4.13 0.08 1.21
C -2.57 4.01 0.12
C -0.97 -2.99 -3.64
C -0.34 3.51 0.93
C -2.27 -2.83 -3.17
C 0.09 -2.56 -2.87
C -2.43 -2.31 -1.89
C 2.44 -3.36 0.37
C -3.52 -3.20 -4.07
C 4.25 1.49 0.54
C 0.05 1.33 2.08
C -3.49 4.76 -0.79
C -1.44 -1.26 0.17
C 0.75 -2.92 1.81
C 1.05 -4.04 2.57
C 2.11 -4.85 2.18
C -2.84 1.08 2.51
C -1.21 4.30 0.20
C 2.84 -4.49 1.05
H -3.93 1.18 2.53
H 0.46 -4.27 3.45
H -0.07 -2.28 2.08
H -2.95 5.52 -1.36
H 3.69 -5.08 0.73
H 5.31 1.73 0.43
H 3.56 2.40 -1.17
H -0.81 5.15 -0.34
H -0.35 0.67 2.87
H -4.28 5.25 -0.23
H -2.60 0.10 2.09
H -3.41 -2.20 -1.47
H 1.11 -2.66 -3.24
H 1.70 3.21 0.39
H -3.96 4.07 -1.49
H 1.48 3.82 2.02
H 1.25 4.90 0.64
H -4.12 2.77 0.91
H -2.48 1.12 3.53
H 3.99 0.83 -1.37
H 1.85 -6.12 3.58
H 3.79 2.21 1.22
H -0.83 -3.43 -4.62

Partial charges, Mulliken, in e:
1. Pm 0.70
2. Br -0.13
3. Cl -0.22
4. Cl -0.44
5. Cl -0.39
6. Si 0.56
7. O -0.72
8. O -0.74
9. O -0.75
10. O -0.71
11. O -0.56
12. O -0.50
13. O 0.42
14. O -0.39
15. N -0.31
16. N 0.69
17. N 0.25
18. C 0.81
19. C 0.37
20. C 1.05
21. C -0.80
22. C -0.97
23. C 0.53
24. C 0.79
25. C -1.11
26. C 0.64
27. C 0.08
28. C -0.22
29. C -0.85
30. C 0.21
31. C 0.45
32. C -0.34
33. C -0.69
34. C -1.73
35. C -0.16
36. C -0.77
37. C -0.96
38. C 1.08
39. C -1.56
40. C -0.85
41. C -0.61
42. H 0.43
43. H 0.31
44. H 0.50
45. H 0.35
46. H 0.48
47. H 0.41
48. H 0.15
49. H 0.32
50. H 0.45
51. H 0.41
52. H 0.20
53. H 0.61
54. H 0.37
55. H -0.14
56. H 0.35
57. H 0.34
58. H 0.46
59. H 0.38
60. H 0.36
61. H 0.29
62. H 0.30
63. H 0.08
64. H 0.45